Entry from the OMol25 dataset: a molecular structure, C30H36GeMnN2S2Si (ωB97M-V/def2-TZVPD).

Geometry (Å):
Mn 1.0115 0.7818 -0.5546
S 2.2263 1.9762 1.1145
C 2.7539 2.8722 -0.2972
S 2.3686 2.2352 -1.8743
C 3.4289 4.0648 -0.1602
C 3.7392 4.6158 1.1159
N 3.9922 5.0608 2.1484
C 3.8623 4.8163 -1.2895
N 4.2254 5.4215 -2.2008
C -2.3704 0.3305 -2.4507
Ge -1.5128 0.7695 -0.7279
C -1.9901 2.6723 -0.4242
C -3.2819 2.9804 0.0075
C -3.6748 4.2928 0.2288
C -2.7728 5.3287 0.0242
C -1.4856 5.0425 -0.4049
C -1.1013 3.7260 -0.6274
C -2.5177 -0.2080 0.6564
C -3.4396 -1.1572 0.2968
C -4.1515 -1.9096 1.2589
C -3.9332 -1.7026 2.5884
C -2.9958 -0.7295 3.0182
C -2.7459 -0.5089 4.3951
C -1.8315 0.4203 4.8006
C -1.1236 1.1769 3.8436
C -1.3487 0.9858 2.5100
C -2.2879 0.0263 2.0502
H -3.4397 0.5484 -2.3907
H -2.2395 -0.7101 -2.7497
H -1.9353 0.9726 -3.2176
H -3.9941 2.1804 0.1896
H -4.6813 4.5075 0.5681
H -3.0714 6.3548 0.2020
H -0.7726 5.8421 -0.5650
H -0.0908 3.5353 -0.9717
H -3.6329 -1.3553 -0.7527
H -4.8672 -2.6543 0.9308
H -4.4699 -2.2759 3.3364
H -3.2940 -1.0977 5.1226
H -1.6447 0.5787 5.8556
H -0.3944 1.9113 4.1622
H -0.7942 1.5813 1.7959
C -0.4769 -2.6126 -1.4865
Si 1.1243 -1.7109 -1.0275
C 2.3206 -1.9483 -2.5205
C 3.7232 -1.3798 -2.2928
C 2.4452 -3.4319 -2.8948
C 1.6929 -1.2060 -3.7090
C 1.6744 -2.4349 0.6751
C 0.7345 -1.8497 1.7361
C 1.5375 -3.9630 0.7188
C 3.1113 -2.0562 1.0432
H -0.2953 -3.6863 -1.5919
H -0.8945 -2.2585 -2.4314
H -1.2376 -2.4813 -0.7146
H 4.2816 -1.9571 -1.5566
H 3.6998 -0.3377 -1.9674
H 4.2857 -1.4193 -3.2337
H 2.9267 -4.0123 -2.1066
H 3.0633 -3.5318 -3.7961
H 1.4764 -3.8882 -3.1101
H 1.6003 -0.1345 -3.5152
H 0.7024 -1.5935 -3.9610
H 2.3291 -1.3267 -4.5941
H -0.3185 -2.0576 1.5249
H 0.8441 -0.7660 1.8318
H 0.9696 -2.2847 2.7156
H 0.5100 -4.2870 0.5388
H 1.8253 -4.3276 1.7129
H 2.1815 -4.4589 -0.0085
H 3.2934 -0.9819 0.9519
H 3.8389 -2.5797 0.4222
H 3.3096 -2.3359 2.0852

Atoms 1-6, force components in eV/Å:
0.118 -0.057 -0.112
0.004 0.064 -0.102
0.020 0.057 0.151
0.041 0.058 -0.012
-0.024 -0.031 -0.013
-0.029 -0.069 0.234

Values from the calculation:
Charge: -1
Spin multiplicity: 5
Orbital gap (alpha / beta) (eV): 6.67 / 7.76
LUMO (alpha / beta) (eV): 1.34 / 2.46
HOMO level (alpha / beta) (eV): -5.33 / -5.31



Entry from the OMol25 dataset: a molecular structure, C30H36GeN5O10SW in a non-equilibrium geometry (ωB97M-V/def2-TZVPD).

Geometry (Å):
W -0.9444 0.1670 0.5341
N -1.4103 3.0667 -1.1325
C -0.6525 2.6299 -2.2897
C 0.4123 1.5704 -2.0138
O 1.2356 1.3606 -2.8928
O 0.4075 0.9243 -0.8913
H -2.2592 3.5466 -1.3998
H -0.8668 3.7042 -0.5586
H -0.1232 3.4271 -2.8209
H -1.3323 2.1740 -3.0139
O 5.2713 -1.2600 3.8469
C 4.1452 -1.2500 4.3740
O 3.7735 -1.5287 5.5247
C 2.9931 -0.8513 3.4060
C 3.2673 -0.5089 2.0868
C 2.2326 -0.2081 1.2263
N 0.9608 -0.2800 1.6268
C 0.6782 -0.5785 2.9145
C 1.6683 -0.8465 3.8336
C -0.8127 -0.6790 3.1702
O -1.3476 -0.3360 4.1985
O -1.4167 -1.1821 2.1126
H 4.3005 -0.4935 1.7664
H 2.3810 0.0872 0.1941
H 1.4524 -1.0824 4.8665
C 4.5604 -0.2727 -2.1733
C 4.1546 -1.7385 -2.2426
N 3.3353 -2.0664 -3.4074
C 3.9125 -1.8385 -4.7301
C 3.4261 -0.5518 -5.3846
C 2.0484 -2.4789 -3.3680
O 1.3848 -2.6830 -4.3753
C 1.4201 -2.6913 -2.0193
C 1.7386 -3.7429 -1.1752
C 1.0800 -3.8508 0.0372
C 0.1759 -2.8715 0.3912
N -0.1301 -1.8496 -0.4168
C 0.4573 -1.7842 -1.6139
H 5.1076 -0.0926 -1.2463
H 3.6776 0.3672 -2.1994
H 5.2144 0.0049 -3.0012
H 3.5986 -1.9913 -1.3444
H 5.0417 -2.3804 -2.2560
H 3.6579 -2.6921 -5.3594
H 4.9973 -1.8271 -4.6050
H 2.3550 -0.6078 -5.5681
H 3.9376 -0.4032 -6.3377
H 3.6095 0.3130 -4.7494
H 2.5003 -4.4594 -1.4582
H 1.2911 -4.6559 0.7263
H -0.3229 -2.8683 1.3493
H 0.1864 -0.9646 -2.2603
C -4.7288 -0.8593 1.2468
Ge -3.8274 -1.3494 -0.4288
C -5.2523 -1.3240 -1.8078
C -3.2402 -3.2258 -0.2950
C -2.3611 -0.1819 -1.0499
H -5.5073 -1.6093 1.4117
H -5.2064 0.1159 1.1494
H -4.0596 -0.8441 2.1044
H -6.1188 -1.8887 -1.4567
H -4.9105 -1.7696 -2.7434
H -5.5736 -0.3028 -2.0196
H -4.1047 -3.8695 -0.4691
H -2.8351 -3.4496 0.6922
H -2.4825 -3.4644 -1.0424
H -2.8236 0.7638 -1.3402
H -1.9783 -0.7235 -1.9170
O -2.6468 1.2627 1.3047
C -1.9581 2.1325 1.9053
N -0.6470 2.0062 1.7981
S 0.1505 3.3718 2.2593
O 1.1525 3.0850 3.2324
O 0.5070 4.1456 1.0989
C -1.3086 4.0843 2.9912
C -1.4153 5.2374 3.7350
C -2.6887 5.5846 4.1771
C -3.7999 4.8027 3.8768
C -3.6792 3.6420 3.1239
C -2.4126 3.2974 2.6878
H -0.5488 5.8367 3.9776
H -2.8183 6.4776 4.7746
H -4.7727 5.1006 4.2447
H -4.5334 3.0198 2.8973

Atoms 1-6, force components in eV/Å:
1.708 -0.578 -0.335
0.018 0.086 0.279
-0.007 -0.005 -0.010
0.029 0.010 -0.278
0.060 -0.086 0.073
-0.577 0.053 0.636

Values from the calculation:
Charge: -1
Spin multiplicity: 3
Orbital gap (alpha / beta) (eV): 6.86 / 6.96
LUMO (alpha / beta) (eV): 1.52 / 1.39
HOMO level (alpha / beta) (eV): -5.34 / -5.57



Table of E (eV), in record order: -152062.253; -128801.595
Table of ΔE to the lowest compared entry with this formula, charge and spin (kcal/mol), in record order: 0.0; 1.5